# 1
The following is a DFT calculation (ωB97M-V with the def2-TZVPD basis set) of one molecule with the formula C7H14O6 in a non-equilibrium geometry.

Each atom is followed by the atoms it is bonded to, with distances in Å.
CARTESIAN COORDINATES (ANGSTROEM)
1 O 2.142 0.418 2.644  C2 1.410, H14 0.996
2 C 1.479 1.344 1.813  O1 1.410, C3 1.555, H15 1.095, H16 1.090
3 C 0.553 0.568 0.833  C2 1.555, O4 1.494, C12 1.431, H17 1.143
4 O 1.255 -0.394 -0.069  C3 1.494, C5 1.436
5 C 0.482 -1.260 -0.913  O4 1.436, C6 1.563, C8 1.629, H18 1.081
6 C 0.202 -2.680 -0.321  C5 1.563, O7 1.527, H19 1.100, H20 1.118
7 O -0.445 -2.656 1.061  C6 1.527, H21 0.969
8 C -1.007 -0.610 -1.035  C5 1.629, O9 1.446, C10 1.645, H22 1.112
9 O -1.658 -0.858 -2.302  C8 1.446, H23 1.007
10 C -0.647 0.988 -1.188  C8 1.645, O11 1.437, C12 1.556, H24 1.064
11 O -1.946 1.583 -1.346  C10 1.437, H25 0.943
12 C -0.068 1.632 0.105  C3 1.431, C10 1.556, O13 1.385, H26 1.119
13 O -0.990 2.318 0.879  C12 1.385, H27 0.971
14 H 3.099 0.424 2.369  O1 0.996
15 H 2.130 2.059 1.299  C2 1.095
16 H 0.771 1.881 2.444  C2 1.090
17 H -0.217 -0.091 1.360  C3 1.143
18 H 0.961 -1.331 -1.880  C5 1.081
19 H -0.559 -3.272 -0.851  C6 1.100
20 H 1.191 -3.200 -0.282  C6 1.118
21 H 0.312 -2.367 1.593  O7 0.969
22 H -1.584 -0.799 -0.104  C8 1.112
23 H -2.310 -1.586 -2.058  O9 1.007
24 H -0.024 1.196 -2.025  C10 1.064
25 H -2.326 1.371 -2.182  O11 0.943
26 H 0.718 2.359 -0.218  C12 1.119
27 H -1.512 2.963 0.374  O13 0.971

Computed properties:
Frontier orbital gap, eV: 9.90
HOMO level, eV: -9.3
Molecular weight, Da: 194.18
LUMO, eV: 0.635
Structure (SMILES): OC[C@@H]1O[C@@H](CO)[C@H](O)C(O)[C@H]1O

---

# 2
The following is a DFT calculation (ωB97M-V with the def2-TZVPD basis set) of one molecule with the formula C7H14OSSi in a non-equilibrium geometry.

Each atom is followed by the atoms it is bonded to, with distances in Å.
CARTESIAN COORDINATES (ANGSTROEM)
1 C -1.187 0.314 -1.952  C2 1.519, H11 1.107, H12 1.101, H13 1.057
2 C 0.159 0.576 -1.297  C1 1.519, C3 1.287, C10 1.619
3 C 0.441 0.508 -0.044  C2 1.287, Si4 2.182, S8 1.793
4 Si -0.864 -0.343 1.484  C3 2.182, C5 1.915, C6 1.889, O7 1.676
5 C 0.054 0.012 3.126  Si4 1.915, H14 1.112, H15 1.199, H16 1.155
6 C -1.073 -2.135 0.924  Si4 1.889, H17 1.147, H18 1.076, H19 1.025
7 O -2.461 0.156 1.384  Si4 1.676, H20 1.007
8 S 2.134 0.983 0.307  C3 1.793, C9 1.802
9 C 2.609 0.781 -1.419  S8 1.802, C10 1.522, H21 1.051, H22 1.204
10 C 1.366 1.117 -2.231  C2 1.619, C9 1.522, H23 1.084, H24 1.083
11 H -0.903 -0.472 -2.677  C1 1.107
12 H -1.411 1.241 -2.501  C1 1.101
13 H -1.935 -0.106 -1.335  C1 1.057
14 H 0.911 0.692 2.931  C5 1.112
15 H -0.810 0.525 3.779  C5 1.199
16 H 0.424 -0.949 3.652  C5 1.155
17 H -0.190 -2.660 0.415  C6 1.147
18 H -1.548 -2.728 1.687  C6 1.076
19 H -1.835 -1.927 0.271  C6 1.025
20 H -2.925 0.452 2.227  O7 1.007
21 H 2.889 -0.223 -1.554  C9 1.051
22 H 3.659 1.306 -1.686  C9 1.204
23 H 1.251 0.687 -3.219  C10 1.084
24 H 1.245 2.193 -2.270  C10 1.083

Computed properties:
Frontier orbital gap, eV: 8.17
HOMO level, eV: -7.7
Molecular weight, Da: 174.34
LUMO, eV: 0.510
Structure (SMILES): CC1=C([Si](C)(C)O)SCC1

---

We obtain relative energy (zero: lowest compared OMol25 entry of this formula, charge and spin) values of 149.7, 73.2 kJ/mol for the records listed above, in that order.